[1]
ORCA calculation (wB97M-V/def2-TZVPD) on a structure of composition Ag2F2H4O2 in a non-equilibrium geometry.

Each line ends with the Löwdin spin population.
Positions of all 10 atoms, in Å:
1 H 0.3543 -0.3101 -1.4091  0.0061
2 O -0.0653 2.6786 0.1793  0.4669
3 H -0.9080 2.2023 0.3776  0.0060
4 O 0.4303 0.0975 -2.3242  0.5114
5 Ag 1.6722 -1.6063 1.9030  0.0006
6 F 0.1245 -0.7250 0.4522  0.0758
7 H 0.6336 1.9929 0.0381  0.0054
8 H 0.1553 -0.5894 -2.9911  0.0052
9 Ag -1.8289 -1.3969 1.0947  0.2969
10 F -0.5679 -2.3436 2.6796  0.6258

Summary:
Charge: +2
2S+1: 3
Total energy: -645.58642 Ha
LUMO (spin up / spin down): -9.7852 / -14.7120 eV
Orbital gap (spin up / spin down): 10.3 / 3.8 eV

***

[2]
ORCA calculation (wB97M-V/def2-TZVPD) on a cluster of 2 separate species, C7H10N2O3 in total in a non-equilibrium geometry.

Each line ends with the natural charge from an NBO analysis.
Positions of all 22 atoms, in Å:
1 C -4.2612 -0.5342 -0.0640  0.2358
2 C -2.6086 1.1880 -0.4118  0.2351
3 C 2.3609 1.0418 0.5312  -0.4294
4 O 0.0054 1.3249 -0.4267  -0.6936
5 C 1.2508 0.7031 -0.4872  0.0863
6 H 1.3670 -2.5814 -0.8095  0.4712
7 N -5.3805 -0.7748 0.1963  -0.2503
8 O -1.9899 -0.9100 0.5602  -0.6511
9 H -0.3518 1.2192 0.4732  0.4604
10 H 1.6177 0.8199 -1.5069  0.1870
11 H 3.5578 -0.5553 -0.3948  0.2132
12 H 0.7480 -1.0067 0.7450  0.1521
13 H -2.1687 -0.5737 1.4356  0.4791
14 H -2.6068 -0.6960 -1.3367  0.2729
15 C -2.8399 -0.2759 -0.3496  -0.0816
16 H 3.0740 1.8419 0.2759  0.2171
17 C 2.8287 -0.4236 0.4140  -0.4358
18 O 1.2568 -1.6841 -1.1450  -0.7078
19 C 1.4140 -0.7767 -0.0994  0.0772
20 H 1.9350 1.2533 1.5173  0.1969
21 N -2.3984 2.3267 -0.4353  -0.2422
22 H 3.1899 -0.9262 1.3183  0.2075

Summary:
Relative energy (zero: lowest compared OMol25 entry of this formula, charge and spin): 3.4616 eV
Total energy: -607.87024 Ha
SMILES: O[C@H]1CC[C@@H]1O.N#CC(O)C#N
LUMO: 0.1027 eV
Orbital gap: 10.3 eV

***

[3]
ORCA calculation (wB97M-V/def2-TZVPD) on a structure of composition C29H55BBiCl2N3O6Si in a non-equilibrium geometry.

Each line ends with the Mulliken charge.
Positions of all 98 atoms, in Å:
1 H 2.5843 2.7126 1.7958  0.3073
2 C -1.3334 0.4184 2.0273  0.4918
3 C 3.2542 -3.3988 -9.4120  -1.4828
4 H 0.1257 0.1167 -3.7514  -0.2539
5 C 2.6153 2.2037 2.7691  -1.9495
6 H -2.7662 -0.1624 -6.7242  0.4240
7 H 3.3209 2.7368 3.4297  0.3855
8 H -1.7061 -1.5199 -7.1846  0.2740
9 H -0.7733 -5.6713 -1.3630  0.3275
10 H 3.0789 -3.4038 -6.7188  0.4209
11 N -0.7672 -3.6171 -1.6669  0.2349
12 H 0.4776 2.5462 -5.5814  0.2055
13 C -0.4779 3.2694 -2.6708  -0.0106
14 C 4.4086 0.5107 1.8842  1.5108
15 H 6.1348 -0.7748 1.8362  0.4610
16 H -1.4455 -3.3772 -3.6674  0.2970
17 H -0.0770 4.9669 -5.0787  0.2761
18 H -1.0426 6.1316 -4.1270  0.3429
19 H 0.3454 -3.3140 -3.4677  0.2878
20 H -2.7139 3.1435 -4.3328  0.1869
21 H 4.2756 -2.1104 -6.5047  0.2670
22 N -1.1165 4.1613 -3.3912  0.3008
23 C 1.7864 2.4087 -10.1600  -0.6487
24 H -0.7638 0.3825 -11.1947  0.3896
25 C 2.9273 0.1037 4.0205  -1.7696
26 H -3.0335 3.7225 -2.6693  0.2990
27 H 0.3641 2.5337 -11.7850  0.3837
28 O -1.5538 0.6148 0.7919  -0.7809
29 H 1.9695 0.3717 4.4843  0.3332
30 H 0.4961 5.5064 -3.4787  0.3302
31 H 3.7215 0.4789 4.6804  0.3806
32 O 4.0348 -0.0204 0.5867  -0.3741
33 H -0.8555 0.2213 4.4841  0.2087
34 C 0.4781 0.0359 -9.4663  -0.1788
35 H -0.8861 -1.2867 -4.2181  -0.5119
36 O 2.0637 0.0481 1.7755  0.3674
37 C -1.8203 0.7300 4.3876  -0.8551
38 C 3.0196 0.7360 2.6408  1.7932
39 Bi -0.0810 0.6367 -1.1749  0.8825
40 C 3.1992 -2.3207 -6.5965  -1.5720
41 H 2.7119 -2.0036 -5.6680  0.2258
42 H 2.9953 -0.9889 3.9878  0.3368
43 H 0.6015 3.3467 -2.5965  0.3599
44 O 1.0276 -0.4366 -6.4339  -0.0918
45 C 2.6652 -2.0855 -9.0246  0.1477
46 H -2.5808 0.1803 4.9564  0.3474
47 H -0.5235 -4.8660 -3.2755  0.3853
48 H 2.8769 -4.2309 -8.7966  0.3341
49 H 4.8017 -1.4774 2.7472  0.3429
50 Cl 1.9875 1.3941 -2.5776  -0.6523
51 Si -0.4372 0.2910 -6.0555  -0.1321
52 C -2.5474 3.9668 -3.6210  -0.8745
53 O -1.1377 -1.3658 -1.7491  -0.5662
54 H 0.0097 -0.9150 -9.1985  0.8931
55 C -1.7811 -0.4232 -7.1406  -1.1881
56 C 0.7017 1.9599 -10.9209  -0.4625
57 C -0.5886 -3.7842 -3.1171  -0.9669
58 H -0.0568 2.3971 -7.2752  0.3600
59 C 1.5245 0.5201 -8.6782  0.1519
60 C -1.0552 -2.4606 -1.0934  0.0576
61 H 0.6058 -4.8324 -0.5919  0.3090
62 N -2.1940 0.7745 2.9719  0.1993
63 O -1.1337 2.3116 -2.1041  -0.6480
64 H 1.6149 2.2808 3.2182  0.4081
65 H 3.0356 2.0193 -8.4024  0.3559
66 H -1.0203 -4.6765 0.1228  0.3298
67 C -0.3942 5.2533 -4.0646  -0.8636
68 H -1.7352 -0.0390 -8.1674  0.4048
69 Cl 2.0906 -1.5490 -0.5589  -0.1197
70 H 6.0476 1.4967 0.9235  0.4522
71 H -4.2364 0.9318 3.3449  0.3431
72 H -0.4111 -0.0700 2.3871  0.0019
73 H 2.2963 -1.4935 -9.8632  0.3315
74 C -0.7698 -0.2017 -4.3114  0.3321
75 C 5.3197 -0.5339 2.5319  -1.9100
76 C 2.1940 1.7000 -9.0279  -0.3190
77 B 2.7532 -0.4267 0.6956  -0.1473
78 H -1.2633 2.6541 -5.9938  0.2818
79 H -2.9557 4.8929 -4.0240  0.3505
80 H -3.7724 1.1196 1.6203  0.2819
81 H -1.7350 1.7442 4.8066  0.3062
82 H 2.8152 0.3350 -6.9847  0.2661
83 C -3.4998 1.3549 2.6520  -0.9839
84 H 5.7581 -0.1553 3.4650  0.3770
85 H -1.6804 0.3008 -3.9591  0.2991
86 C 2.0073 -0.2411 -7.4570  0.1786
87 H 2.3301 3.3126 -10.4405  0.3852
88 H 5.6507 2.1618 2.5367  0.3601
89 C 2.6235 -1.5954 -7.7693  0.3929
90 H -3.4796 2.4466 2.7890  0.3089
91 H -1.2242 -2.4929 -0.0067  0.1637
92 C 0.0614 0.7641 -10.5909  -1.0677
93 C -0.3140 2.1482 -6.2347  -0.6244
94 C -0.4689 -4.7714 -0.8202  -0.9510
95 H 4.3570 -3.4051 -9.3700  0.2983
96 H 2.9719 -3.6013 -10.4545  0.3720
97 C 5.2272 1.7573 1.6065  -1.7927
98 H 4.6199 2.5320 1.1210  0.3471

Summary:
Relative energy (zero: lowest compared OMol25 entry of this formula, charge and spin): 0.0000 eV
Total energy: -3203.16233 Ha
LUMO (spin up / spin down): 0.5033 / 0.5034 eV
Orbital gap (spin up / spin down): 3.8 / 3.8 eV

***

[4]
ORCA calculation (wB97M-V/def2-TZVPD) on a structure of composition C4H3NO3 in a non-equilibrium geometry.

Each line ends with the natural charge from an NBO analysis.
Positions of all 11 atoms, in Å:
1 C 0.6927 -0.0561 0.4627  -0.0487
2 H 0.5778 0.0073 1.6198  0.2541
3 C 2.0086 -0.2330 0.0575  0.2266
4 O -2.5484 -0.8941 -0.1325  -0.4965
5 C -1.3546 -0.5106 0.0668  0.7378
6 H -0.1126 0.6258 -1.3235  0.2343
7 O -0.6740 2.0496 0.1627  -0.7466
8 N 3.1729 -0.2501 -0.2795  -0.2195
9 O -0.1674 -1.2790 0.0005  -0.4636
10 H -0.8613 2.9690 -0.6320  0.5144
11 C -0.4625 0.6558 -0.2458  0.0078

Summary:
Relative energy (zero: lowest compared OMol25 entry of this formula, charge and spin): 4.9801 eV
Total energy: -434.54432 Ha
LUMO: -0.4786 eV
Orbital gap: 10.6 eV